Formula: C24H31BN8PPtS
Source: OMol25
Level of theory: the ωB97M-V functional and the def2-TZVPD basis

The frontier orbital gap is 8.38 eV. As for the HOMO energy: -11.02 eV. The value obtained for the molar mass is 700.50 u. The value obtained for the total energy is -61354.6920 eV. Its total charge is +1. The relative energy (zero: lowest compared OMol25 entry of this formula, charge and spin) comes out at 0.1804 eV.

Each line ends with the natural charge from an NBO analysis.
Geometry (Å):
Pt1 0.8460 1.1461 0.0777  0.616
B1 1.7551 3.8949 1.2613  0.160
N1 1.0555 4.0794 -0.1309  -0.270
C1 0.9198 5.1738 -0.8820  0.018
C2 0.3549 4.8242 -2.0979  -0.344
C3 0.1727 3.4512 -2.0092  -0.026
N2 0.5997 3.0122 -0.8207  -0.370
N3 2.9694 2.9640 0.9620  -0.277
C4 4.2765 3.1462 1.1434  0.016
C5 4.9575 2.0385 0.6567  -0.332
C6 3.9618 1.2002 0.1810  -0.035
N4 2.7678 1.7695 0.3836  -0.305
H1 2.1652 4.9499 1.6501  -0.020
H2 1.0035 3.3326 2.0198  -0.044
H3 1.2305 6.1313 -0.4998  0.237
H4 0.1159 5.4699 -2.9236  0.244
H5 -0.2086 2.7662 -2.7466  0.213
H6 4.6398 4.0610 1.5793  0.239
H7 6.0204 1.8799 0.6237  0.244
H8 4.0374 0.2543 -0.3289  0.218
C7 2.1753 -2.4556 3.5979  -0.076
N5 0.7763 -2.0279 3.6060  -0.449
C8 -0.0334 -3.0567 2.9547  -0.075
N6 0.4095 -3.3865 1.5995  -0.453
C9 1.8209 -3.7692 1.6477  -0.076
N7 2.6839 -2.7603 2.2606  -0.450
C10 2.7911 -1.5556 1.4416  -0.535
P1 1.1324 -0.7836 1.2097  1.010
C11 0.6096 -0.7226 2.9753  -0.533
C12 0.1878 -2.2737 0.6806  -0.530
H9 2.2561 -3.3593 4.2032  0.213
H10 2.7935 -1.6792 4.0510  0.205
H11 -1.0740 -2.7288 2.9232  0.199
H12 0.0256 -3.9631 3.5588  0.213
H13 2.1722 -3.9785 0.6356  0.201
H14 1.9029 -4.6833 2.2371  0.213
H15 3.2187 -1.8072 0.4676  0.228
H16 3.4600 -0.8385 1.9232  0.244
H17 -0.4356 -0.4086 3.0289  0.234
H18 1.2017 0.0283 3.5030  0.242
H19 0.4881 -2.5540 -0.3313  0.233
H20 -0.8726 -2.0162 0.6459  0.235
N8 -1.1656 0.6257 -0.0406  -1.112
S1 -1.9512 0.8495 -1.4892  1.066
C13 -1.4083 -0.5489 -2.4647  -0.157
C14 -2.3412 -1.4158 -3.0175  -0.231
C15 -1.9048 -2.4319 -3.8554  -0.191
C16 -0.5568 -2.5651 -4.1503  -0.179
C17 0.3621 -1.6713 -3.6175  -0.189
C18 -0.0592 -0.6517 -2.7788  -0.237
C19 -3.6208 0.4317 -1.0796  -0.185
C20 -3.9095 -0.6761 -0.2906  -0.225
C21 -5.2309 -0.9459 0.0118  -0.189
C22 -6.2408 -0.1180 -0.4723  -0.166
C23 -5.9379 0.9846 -1.2553  -0.199
C24 -4.6140 1.2701 -1.5629  -0.214
H21 -1.6330 1.2791 0.5909  0.389
H22 -3.3946 -1.3150 -2.7965  0.237
H23 -2.6258 -3.1180 -4.2783  0.234
H24 -0.2230 -3.3572 -4.8068  0.233
H25 1.4120 -1.7587 -3.8647  0.229
H26 0.6577 0.0557 -2.3769  0.234
H27 -3.1096 -1.3073 0.0733  0.237
H28 -5.4795 -1.8022 0.6239  0.232
H29 -7.2724 -0.3372 -0.2316  0.234
H30 -6.7263 1.6266 -1.6229  0.237
H31 -4.3573 2.1318 -2.1662  0.237

=====

Formula: C24H31F18NiO13
Source: OMol25
Level of theory: the ωB97M-V functional and the def2-TZVPD basis

The frontier orbital gap (alpha / beta) is 8.55 / 4.68 eV. The expectation value of S² is 3.76. As for the HOMO energy (alpha / beta): -15.46 / -15.46 eV. The value obtained for the molar mass is 928.16 u. The value obtained for the total energy is -141946.5864 eV. Its total charge is +2. As for the spin multiplicity: 4.

Each line ends with the Löwdin charge.
Geometry (Å):
Ni1 -0.2364 1.6269 0.7627  0.972
O1 0.2664 -0.2040 0.3298  0.052
H1 0.3901 -1.0098 -0.2086  0.032
C1 2.4542 4.8758 2.8873  -0.056
C2 3.1717 4.5600 1.6171  -0.175
O2 3.7690 3.2470 1.6449  0.068
C3 3.0219 2.1040 1.5913  -0.232
O3 1.7736 2.0941 1.5223  0.047
C4 3.8662 0.8927 1.8174  -0.598
F1 3.5951 0.2676 2.9047  0.254
F2 3.7728 0.0615 0.7802  0.175
F3 5.1658 1.2148 1.7701  0.197
H2 2.3711 5.9618 2.9287  0.101
H3 2.9485 4.4947 3.7809  0.101
H4 1.4477 4.4573 2.8853  0.063
H5 4.0116 5.2501 1.5368  0.143
H6 2.5016 4.6915 0.7675  0.130
C5 -4.0396 0.5618 3.1708  -0.040
C6 -4.0992 1.9524 2.4881  -0.201
O4 -4.4975 1.8244 1.1570  0.068
C7 -3.5491 1.5092 0.1982  -0.179
O5 -2.4047 1.0300 0.4753  0.018
C8 -4.0311 1.5919 -1.2814  -0.546
F4 -5.2005 2.2281 -1.3570  0.204
F5 -3.1476 2.2751 -1.9596  0.215
F6 -4.2313 0.3311 -1.7204  0.181
H7 -5.0552 0.1700 3.2266  0.090
H8 -3.6353 0.7127 4.1718  0.087
H9 -3.4718 -0.2069 2.6466  0.065
H10 -3.1838 2.4890 2.7377  0.124
H11 -4.9463 2.4446 2.9658  0.142
C9 -0.5410 -0.5060 -4.2988  0.010
C10 -0.1023 0.1588 -2.9201  -0.178
O6 0.6094 1.2936 -3.3047  0.057
C11 1.0252 2.1987 -2.3898  -0.199
O7 0.5418 2.2611 -1.2157  0.036
C12 2.2331 3.0377 -2.7991  -0.579
F7 3.1731 2.9008 -1.9188  0.225
F8 2.7544 2.5353 -3.9661  0.169
F9 1.9066 4.2943 -2.8909  0.237
H12 -1.1800 -1.3666 -4.1011  0.071
H13 0.2689 -1.0223 -4.8142  0.070
H14 -0.9350 0.2532 -4.9745  0.098
H15 0.4635 -0.4510 -2.2158  0.101
H16 -0.9757 0.4940 -2.3607  0.105
C13 3.1638 -3.3940 -0.0291  -0.025
C14 2.1989 -2.5620 -0.8863  -0.193
O8 2.5729 -2.4918 -2.2751  0.047
C15 3.5384 -1.7159 -2.7118  -0.364
O9 4.3009 -1.0115 -2.0685  0.156
C16 3.6300 -1.7339 -4.2766  -0.582
F10 2.8168 -0.8198 -4.7755  0.181
F11 4.8517 -1.3749 -4.6191  0.200
F12 3.3628 -2.9533 -4.7150  0.198
H17 4.2114 -3.1598 -0.2183  0.094
H18 3.1793 -4.4628 -0.2426  0.094
H19 2.8109 -3.3719 1.0019  0.066
H20 2.0263 -1.5879 -0.4286  0.078
H21 1.2560 -3.1039 -0.8129  0.113
C17 0.9334 -3.1272 3.4488  -0.035
C18 0.5733 -1.7494 2.9067  -0.201
O10 0.4312 -0.8655 4.0249  0.053
C19 0.2285 0.4723 3.8747  -0.226
O11 -0.2334 0.9624 2.8250  0.036
C20 0.5149 1.3210 5.1564  -0.519
F13 -0.5127 1.3184 5.9894  0.211
F14 1.6466 0.8832 5.7905  0.170
F15 0.6860 2.5816 4.7878  0.180
H22 1.8578 -3.0618 4.0226  0.097
H23 1.0688 -3.8734 2.6658  0.081
H24 0.1628 -3.5588 4.0876  0.095
H25 -0.4391 -1.8237 2.5096  0.118
H26 1.3727 -1.4084 2.2489  0.107
C21 -1.9011 -2.4231 -0.4262  -0.052
C22 -3.1603 -3.0001 -1.1369  -0.181
O12 -3.5155 -2.3130 -2.3280  0.008
C23 -4.6408 -2.6754 -2.9740  -0.328
O13 -5.4018 -3.5706 -2.5874  0.170
C24 -4.8805 -1.7441 -4.1435  -0.604
F16 -6.0443 -1.1257 -3.8845  0.175
F17 -3.9256 -0.8862 -4.3569  0.202
F18 -5.1289 -2.5119 -5.1884  0.203
H27 -1.9350 -2.5055 0.6601  0.076
H28 -1.9687 -1.3377 -0.4988  0.042
H29 -0.9844 -2.7841 -0.8926  0.065
H30 -3.8724 -2.9840 -0.3118  0.133
H31 -2.8910 -4.0466 -1.2798  0.137

=====

Formula: C24H31F2N3O3PRuSiTe
Source: OMol25
Level of theory: the ωB97M-V functional and the def2-TZVPD basis

The frontier orbital gap (alpha / beta) is 6.23 / 6.23 eV. As for the HOMO energy (alpha / beta): -10.88 / -10.88 eV. The value obtained for the molar mass is 735.26 u. The value obtained for the total energy is -68479.8174 eV. Its total charge is +1. The relative energy (zero: lowest compared OMol25 entry of this formula, charge and spin) comes out at 0.0000 eV.

Each line ends with the natural charge from an NBO analysis.
Geometry (Å):
Ru1 0.5024 -0.4702 -0.1659  0.788
C1 -1.5415 -3.9382 0.4495  -0.661
C2 -2.1696 -2.7479 -0.2057  0.270
C3 -3.5227 -2.7245 -0.5460  -0.255
C4 -4.0532 -1.5890 -1.1275  -0.121
C5 -3.2464 -0.4841 -1.3711  -0.279
C6 -1.9099 -0.5879 -1.0343  0.350
N1 -1.3977 -1.6985 -0.4697  -0.513
N2 -0.8925 0.3820 -1.1180  -0.730
Si1 -1.2490 2.0940 -1.6199  1.791
C7 -2.0977 2.0017 -3.2797  -1.132
C8 -2.3080 2.8343 -0.2793  -1.141
C9 0.3016 3.0709 -1.8755  -1.138
H1 -1.2442 -4.6669 -0.3074  0.237
H2 -2.2436 -4.4298 1.1211  0.236
H3 -0.6577 -3.6360 1.0102  0.239
H4 -4.1418 -3.5860 -0.3384  0.235
H5 -5.1037 -1.5494 -1.3836  0.235
H6 -3.6595 0.4180 -1.7914  0.239
H7 -3.1684 1.8089 -3.2556  0.239
H8 -1.6306 1.2468 -3.9162  0.254
H9 -1.9567 2.9683 -3.7696  0.257
H10 -3.2256 2.2719 -0.0976  0.244
H11 -2.5905 3.8521 -0.5598  0.258
H12 -1.7565 2.8955 0.6627  0.242
H13 0.9874 2.5867 -2.5723  0.256
H14 0.8399 3.3016 -0.9588  0.248
H15 -0.0108 4.0185 -2.3254  0.254
F1 4.7590 2.4120 -1.6407  -0.309
C10 3.7618 2.2277 -0.7653  0.456
C11 2.8976 1.1698 -0.9597  -0.366
C12 1.8553 0.9782 -0.0641  -0.009
C13 1.7038 1.8598 1.0293  -0.218
C14 2.6149 2.9063 1.1712  0.452
F2 2.5033 3.7663 2.1989  -0.317
C15 3.6485 3.1156 0.2885  -0.372
C16 0.5737 1.5863 1.8976  0.230
C17 0.1928 2.2997 3.0378  -0.232
C18 -0.9254 1.9126 3.7449  -0.125
C19 -1.6638 0.8116 3.3243  -0.243
C20 -1.2419 0.1351 2.2067  0.051
N3 -0.1578 0.5098 1.5101  -0.381
H16 3.0429 0.5172 -1.8085  0.239
H17 4.3418 3.9334 0.4192  0.260
H18 0.7774 3.1459 3.3560  0.258
H19 -1.2224 2.4648 4.6265  0.238
H20 -2.5443 0.4803 3.8548  0.241
H21 -1.7620 -0.7376 1.8379  0.222
C21 1.0516 -4.8529 -2.0562  -0.646
C22 1.8488 -4.8611 -0.7749  -0.062
O1 2.9193 -3.8804 -0.8156  -0.833
P1 2.7365 -2.3699 -0.4152  2.085
O2 1.6437 -1.7190 -1.2780  -1.025
Te1 1.9469 -1.8773 1.7611  -0.113
O3 4.1644 -1.7923 -0.6624  -0.835
C23 5.0712 -2.2348 -1.7217  -0.056
C24 4.5449 -1.8968 -3.0957  -0.643
H22 0.3231 -5.6652 -2.0303  0.225
H23 1.7031 -5.0164 -2.9142  0.227
H24 0.5245 -3.9083 -2.1893  0.224
H25 2.3592 -5.8097 -0.6265  0.207
H26 1.2344 -4.6600 0.1039  0.190
H27 5.2334 -3.3030 -1.5955  0.199
H28 5.9950 -1.7062 -1.5032  0.209
H29 3.6089 -2.4163 -3.3042  0.215
H30 5.2776 -2.2071 -3.8415  0.236
H31 4.3864 -0.8246 -3.2063  0.218

=====

The max |F| results, record by record, are as follows: 0.43, 5.65, 0.51 eV/A.